Record 1
ORCA calculation (wB97M-V/def2-TZVPD) on a molecular structure, C9H25Cl2HfO2P2.

Properties
Maximum force = 8.26 eV/Å
Net charge = +3
Lowest unoccupied orbital energy = -13.470 eV

Atoms and positions in Å:
C (1.232, -0.086, -6.500)
C (0.790, 0.330, -5.127)
H (2.322, -0.102, -6.540)
H (0.828, 0.612, -7.237)
H (0.823, -1.076, -6.726)
O (1.461, 0.612, -4.188)
Cl (-1.038, 0.375, -5.006)
Hf (0.000, 0.000, 0.000)
P (-0.219, 2.294, -0.245)
C (0.923, 3.366, 0.707)
C (-0.008, 2.873, -1.970)
H (-0.203, 3.948, -2.053)
H (-1.961, 4.001, -0.004)
H (-0.705, 2.316, -2.601)
H (-2.621, 2.372, -0.365)
H (1.955, 3.131, 0.431)
H (1.012, 2.658, -2.300)
C (-1.876, 2.929, 0.209)
H (0.725, 4.425, 0.509)
H (-2.051, 2.752, 1.274)
H (0.801, 3.167, 1.775)
P (0.000, -2.317, 0.053)
C (1.230, -3.145, 1.129)
C (-1.593, -3.042, 0.591)
H (-0.464, -2.687, -2.279)
H (0.188, -4.180, -1.528)
H (1.275, -2.822, -1.945)
C (0.278, -3.090, -1.585)
H (-2.383, -2.634, -0.045)
H (-1.576, -4.135, 0.516)
H (1.133, -4.234, 1.071)
H (1.084, -2.821, 2.162)
H (-1.791, -2.749, 1.626)
H (2.238, -2.854, 0.819)
Cl (-1.810, -0.186, -1.543)
C (0.652, 0.168, 2.800)
O (-0.560, 0.049, 2.104)
H (0.729, -0.652, 3.543)
H (0.738, 1.145, 3.327)
H (1.497, 0.089, 2.084)
H (-1.060, 0.893, 2.234)

Forces on atoms 1 to 3 (eV/Å):
0.032 0.095 0.251
0.003 -0.122 -0.611
-0.164 0.022 0.010


Record 2
ORCA calculation (wB97M-V/def2-TZVPD) on a single C10H13ClN2O3S molecule.

Properties
SMILES string = O=S(=O)(NC[C@@H]1CCCO1)c1ccc(Cl)nc1
ΔE to the lowest compared entry with this formula, charge and spin = 880.4 kJ/mol
Maximum force = 14.72 eV/Å
Lowest unoccupied orbital energy = -1.129 eV

Atoms and positions in Å:
O (1.443, 0.063, -3.586)
S (1.526, -0.066, -2.199)
O (2.779, -0.331, -1.619)
N (0.630, -1.465, -1.862)
C (0.926, -2.084, -0.587)
C (0.200, -1.248, 0.527)
C (-0.092, -2.035, 2.036)
C (-1.113, -0.973, 2.582)
C (-1.714, -0.531, 1.253)
O (-0.858, -0.614, 0.128)
C (0.788, 1.151, -1.463)
C (-0.474, 1.680, -1.688)
C (-1.273, 2.538, -1.011)
C (-0.101, 3.125, 0.141)
Cl (-0.773, 4.394, 1.013)
N (0.976, 2.745, 0.458)
C (1.648, 1.692, -0.253)
H (-0.372, -1.284, -2.296)
H (2.123, -2.226, -0.425)
H (0.219, -3.097, -0.571)
H (0.983, -0.306, 0.738)
H (0.744, -2.140, 2.506)
H (-0.498, -2.765, 1.519)
H (-1.847, -1.449, 3.124)
H (-0.530, -0.133, 3.053)
H (-2.098, 0.659, 1.223)
H (-2.860, -1.115, 1.129)
H (-0.873, 1.260, -2.689)
H (-2.096, 2.967, -1.104)
H (2.587, 1.588, -0.074)

Forces on atoms 1 to 3 (eV/Å):
-0.593 0.934 -2.835
0.192 -5.714 -1.418
1.955 0.304 1.202


Which value of lowest unoccupied orbital energy does entry 1 give?
-13.470 eV